No. 1
ORCA calculation (ωB97M-V/def2-TZVPD) on a cluster of 16 separate species, C12H59N3O16 in total.

Calculated values
2S+1: 2
⟨S²⟩: 0.7566
HOMO (alpha / beta): -11.6 / -11.6 eV
orbital gap (alpha / beta): 9.12 / 3.00 eV
E: -1860.26864 Eh
lowest unoccupied orbital energy (alpha / beta): -2.46 / -8.57 eV
net charge: +1

Last column: Mulliken charge in e.
Element x y z (Å)
C -2.983 -5.600 -0.915  -1.6510
C -3.426 -4.213 -1.395  0.7672
C -2.554 -3.607 -2.545  -0.0396
O -3.055 -2.323 -2.953  -0.4959
C -2.393 -1.876 -4.083  -0.7247
N -4.815 -4.283 -1.871  -0.7711
H -2.963 -6.285 -1.763  0.3878
H -3.712 -6.129 -0.303  0.4230
H -1.997 -5.682 -0.459  0.2998
H -3.436 -3.617 -0.483  -0.0138
H -2.399 -4.230 -3.426  0.5622
H -1.533 -3.493 -2.181  -0.3036
H -2.289 -2.435 -5.013  0.3786
H -1.341 -1.700 -3.858  -0.0534
H -2.886 -0.943 -4.356  0.3563
H -4.878 -4.916 -2.655  0.3077
H -4.836 -3.394 -2.350  0.3351
C 1.005 -2.644 0.222  -0.4093
C 2.138 -3.114 -0.601  0.3747
C 2.681 -1.923 -1.486  -1.0084
O 1.711 -1.363 -2.364  -0.1226
C 1.335 -2.103 -3.454  -0.7279
N 3.149 -3.659 0.271  -0.3015
H 0.564 -3.463 0.790  0.6317
H 0.177 -2.317 -0.408  -0.3802
H 1.230 -1.867 0.953  -0.0680
H 1.838 -3.894 -1.300  0.3771
H 3.482 -2.417 -2.037  0.4394
H 3.186 -1.238 -0.805  0.6649
H 0.421 -2.673 -3.286  0.1389
H 2.064 -2.731 -3.966  0.4160
H 0.909 -1.376 -4.146  0.3861
H 2.834 -3.413 1.199  0.3400
H 4.041 -3.185 0.287  0.3552
C 2.047 1.336 0.967  -1.2752
C 0.807 2.266 0.690  0.7593
C -0.554 1.586 0.858  -1.4822
O -0.766 0.339 0.122  0.8221
C -0.599 0.514 -1.268  -0.1792
N 0.923 3.341 1.666  -0.6376
H 2.904 1.819 1.437  0.6677
H 2.597 1.111 0.053  0.0997
H 1.790 0.496 1.611  0.1736
H 0.901 2.704 -0.303  0.5994
H -1.379 2.247 0.595  0.1596
H -0.737 1.359 1.908  0.2933
H -1.178 1.283 -1.779  0.1657
H -1.020 -0.320 -1.830  -0.3338
H 0.424 0.798 -1.512  0.2681
H 1.680 3.020 2.252  0.2711
H 0.161 3.355 2.328  0.1942
O -2.240 4.045 -1.624  -0.6033
H -2.776 3.305 -1.340  0.3190
H -2.138 3.920 -2.567  0.3084
O 3.840 -0.975 2.741  -0.5720
H 4.292 -1.028 3.583  0.2655
H 2.951 -0.696 2.963  0.2911
O -1.723 3.617 3.562  -0.6166
H -1.733 3.166 4.406  0.2953
H -1.646 4.545 3.786  0.2597
O -1.489 -1.875 1.694  -0.6848
H -2.427 -1.916 1.879  0.3293
H -1.386 -1.101 1.141  0.2759
O 3.835 3.807 3.327  -0.5940
H 3.799 3.532 4.243  0.2666
H 3.341 4.627 3.303  0.3078
O 0.813 -1.072 3.528  -0.6395
H 0.355 -1.368 2.741  0.2237
H 0.118 -0.752 4.104  0.3009
O -3.994 2.093 -1.081  -0.6666
H -4.397 2.096 -0.213  0.2386
H -3.957 1.168 -1.325  0.4027
O 3.814 1.181 -2.102  -0.6191
H 3.331 0.369 -2.255  0.2571
H 4.620 0.903 -1.667  0.3385
O 1.897 5.630 4.309  -0.5724
H 0.950 5.502 4.251  0.2733
H 2.020 6.151 5.103  0.2869
O 5.977 2.742 1.587  -0.6523
H 5.139 2.967 1.993  0.3432
H 6.277 3.559 1.189  0.3028
O -3.819 2.862 1.734  -0.6170
H -3.909 3.742 1.368  0.3284
H -3.016 2.898 2.253  0.2437
O -3.732 -0.464 -0.976  -0.6060
H -3.226 -1.033 -1.556  0.2079
H -3.656 -0.872 -0.113  0.2576
O 1.856 5.152 -0.572  -0.6682
H 1.153 5.797 -0.649  0.3204
H 1.618 4.627 0.192  0.4311

=====

No. 2
ORCA calculation (ωB97M-V/def2-TZVPD) on a structure of composition C12H5BaF11N2O5Sb.

Calculated values
2S+1: 2
⟨S²⟩: 0.7833
HOMO (alpha / beta): -9.7 / -9.7 eV
orbital gap (alpha / beta): 8.83 / 5.47 eV
E: -2310.53942 Eh
lowest unoccupied orbital energy (alpha / beta): -0.84 / -4.20 eV
energy relative to the best compared isomer or geometry (same formula, charge and spin): 0.913 eV

Last column: natural (NBO) charge in e.
Element x y z (Å)
Ba -0.320 0.390 0.255  1.8964
C 0.289 -1.093 -4.064  -0.6595
C -0.996 -0.935 -3.330  0.3927
N -1.222 -0.107 -2.324  -0.5880
C -2.535 -0.312 -1.939  -0.0428
C -3.093 -1.280 -2.738  0.0197
N -2.104 -1.641 -3.608  -0.4766
C -4.402 -1.985 -2.896  0.7667
O -5.345 -1.704 -2.044  -0.6535
O -4.492 -2.806 -3.784  -0.6120
C -3.218 0.455 -0.842  0.7455
O -4.360 0.073 -0.525  -0.6805
O -2.591 1.415 -0.316  -0.8308
H 0.998 -0.346 -3.718  0.2377
H 0.143 -0.959 -5.136  0.2367
H 0.715 -2.083 -3.898  0.2402
H -2.255 -2.337 -4.325  0.4525
H -5.009 -1.011 -1.374  0.5121
F 4.174 3.131 5.177  -0.2405
C 3.493 2.955 4.075  0.3938
C 4.077 2.251 3.010  0.2585
F 5.302 1.783 3.150  -0.2571
C 3.366 2.069 1.862  0.3347
F 3.879 1.410 0.848  -0.2515
C 2.017 2.582 1.707  0.3044
O 1.366 2.403 0.665  -0.6052
C 1.473 3.300 2.842  0.3562
F 0.244 3.759 2.735  -0.2658
C 2.189 3.478 3.987  0.2477
F 1.693 4.125 5.024  -0.2596
F -0.685 -2.354 0.652  -0.7037
Sb 0.940 -2.473 1.659  3.1484
F 1.446 -3.982 0.679  -0.6599
F 1.826 -1.410 0.336  -0.7128
F 2.539 -2.395 2.635  -0.6673
F 0.400 -0.882 2.605  -0.7203
F 0.055 -3.481 2.958  -0.6568

=====

No. 3
ORCA calculation (ωB97M-V/def2-TZVPD) on a structure of composition C12H5Cl32F2NOS.

Calculated values
HOMO: -9.9 eV
orbital gap: 9.82 eV
E: -15914.17301 Eh
lowest unoccupied orbital energy: -0.11 eV

Last column: natural (NBO) charge in e.
Element x y z (Å)
O 1.763 -1.474 4.011  -0.4908
C 0.933 -1.045 3.327  0.6552
N 0.965 0.284 2.755  -0.6888
C -0.300 0.490 2.004  0.3840
F -0.198 0.134 0.710  -0.3438
S -0.588 2.294 2.104  -0.0441
C -1.306 -0.412 2.726  -0.4876
C -0.385 -1.652 2.838  0.1022
F -0.866 -2.742 3.471  -0.3200
H 0.803 0.851 3.590  0.3963
H 0.582 2.774 1.629  0.1524
H -1.628 -0.064 3.699  0.2395
H -2.093 -0.633 2.008  0.2429
H -0.200 -1.940 1.795  0.1926
C 2.446 2.021 -1.956  -0.2172
Cl 4.033 2.775 -2.132  0.0616
Cl 2.412 0.492 -2.849  0.0530
Cl 2.132 1.714 -0.246  0.0599
Cl 1.199 3.105 -2.589  0.0488
C 3.514 -3.803 -3.701  -0.2175
Cl 4.711 -4.334 -2.516  0.0628
Cl 3.133 -2.095 -3.432  0.0506
Cl 4.171 -4.008 -5.326  0.0657
Cl 2.028 -4.767 -3.501  0.0553
C -4.237 -3.105 4.425  -0.2247
Cl -3.655 -3.528 2.806  0.0640
Cl -5.973 -3.421 4.536  0.0606
Cl -3.382 -4.073 5.633  0.0639
Cl -3.947 -1.389 4.744  0.0467
C 0.998 -6.030 -7.816  -0.2260
Cl 2.409 -5.785 -8.856  0.0476
Cl 0.485 -7.721 -7.908  0.0508
Cl 1.423 -5.627 -6.146  0.0536
Cl -0.322 -4.985 -8.359  0.0515
C 3.307 7.147 -1.337  -0.2242
Cl 1.894 7.481 -2.346  0.0546
Cl 3.409 8.350 -0.044  0.0529
Cl 3.156 5.534 -0.631  0.0530
Cl 4.770 7.219 -2.327  0.0527
C -4.771 -7.634 2.219  -0.2226
Cl -6.217 -7.307 1.254  0.0532
Cl -4.585 -6.374 3.443  0.0553
Cl -4.931 -9.211 3.004  0.0550
Cl -3.350 -7.641 1.166  0.0521
C -1.873 6.568 -3.313  -0.2221
Cl -0.786 7.763 -4.033  0.0584
Cl -2.263 7.052 -1.658  0.0599
Cl -3.357 6.471 -4.267  0.0622
Cl -1.082 4.985 -3.293  0.0539
C 1.125 5.460 4.139  -0.2256
Cl -0.292 5.748 3.119  0.0554
Cl 1.249 6.738 5.352  0.0625
Cl 0.960 3.893 4.943  0.0522
Cl 2.579 5.454 3.132  0.0598

=====

No. 4
ORCA calculation (ωB97M-V/def2-TZVPD) on a structure of composition C12H5NiO9.

Calculated values
2S+1: 3
⟨S²⟩: 2.0035
HOMO (alpha / beta): 0.7 / 0.7 eV
orbital gap (alpha / beta): 6.84 / 6.83 eV
E: -2645.74967 Eh
lowest unoccupied orbital energy (alpha / beta): 7.56 / 7.56 eV
net charge: -3

Last column: natural (NBO) charge in e.
Element x y z (Å)
Ni -0.662 0.255 -0.387  1.6083
C -0.919 1.929 3.392  -0.5283
C -0.436 1.432 2.186  0.4103
C 0.359 2.369 1.249  0.4230
O 0.480 1.948 0.070  -0.7467
C 0.852 3.572 1.759  -0.5469
C 0.425 4.066 3.018  0.4233
C -0.569 3.222 3.848  0.4218
O -1.054 3.735 4.858  -0.6724
O 0.747 5.179 3.440  -0.6741
O -0.772 0.337 1.658  -0.7463
H -1.617 1.309 3.942  0.1892
H 1.452 4.145 1.060  0.1893
C -0.084 -3.801 -1.385  -0.5394
C -0.145 -2.431 -1.229  0.4103
C 0.655 -1.528 -2.196  0.4086
O 0.520 -0.288 -1.998  -0.7539
C 1.412 -2.111 -3.192  -0.5295
C 1.412 -3.514 -3.427  0.4252
C 0.550 -4.391 -2.509  0.4238
O 0.500 -5.603 -2.728  -0.6727
O 2.040 -4.029 -4.358  -0.6718
O -0.776 -1.811 -0.331  -0.7366
H -0.651 -4.457 -0.736  0.1898
H 1.929 -1.474 -3.901  0.1871
O -2.349 0.882 -1.057  -1.3336
H -3.298 1.060 -1.047  0.4425